1.
{
  "formula": "C3H4S2",
  "method": "wB97M-V/def2-TZVPD",
  "orbital_gap_ev": 8.43,
  "e_lumo_ha": 0.0270,
  "symbols": ["S", "S", "C", "C", "C", "H", "H", "H", "H"],
  "positions_angstrom": [[1.407, -0.333, -0.083], [-1.380, -0.521, -0.062], [0.116, -1.452, -0.032], [0.504, 1.222, -0.128], [-0.840, 1.152, -0.134], [0.085, -2.079, 0.875], [1.222, 2.257, 0.364], [-1.312, 2.207, 0.046], [0.197, -2.453, -0.847]],
  "atomic_forces_ev_per_a": [[2.41, 2.07, -0.27], [-3.14, 0.37, -0.55], [-0.74, -4.41, -0.92], [2.01, 2.10, 2.24], [2.19, 2.05, 0.61], [0.23, 0.64, 0.08], [-2.47, -3.39, -2.17], [-0.12, -2.78, -0.41], [-0.36, 3.34, 1.39]]
}

2.
{
  "formula": "C4H7NO",
  "method": "wB97M-V/def2-TZVPD",
  "orbital_gap_ev": 10.16,
  "e_lumo_ha": 0.0339,
  "symbols": ["O", "N", "C", "C", "C", "C", "H", "H", "H", "H", "H", "H", "H"],
  "positions_angstrom": [[1.504, 2.084, -0.039], [0.016, 0.353, 0.008], [-1.104, 1.235, -0.277], [0.420, -2.037, -0.092], [-0.248, -0.984, 0.369], [1.261, 0.908, 0.142], [-1.058, -1.105, 1.089], [1.192, -1.940, -0.849], [-0.777, 1.992, -0.992], [-1.915, 0.648, -0.714], [-1.461, 1.740, 0.628], [2.023, 0.168, 0.443], [0.203, -3.031, 0.286]],
  "atomic_forces_ev_per_a": [[-0.07, -0.36, 0.01], [0.18, 0.04, 0.03], [-0.13, 0.06, -0.02], [-0.03, 0.12, 0.07], [0.05, -0.21, -0.03], [0.00, 0.07, -0.06], [0.07, 0.00, -0.11], [-0.07, 0.03, 0.13], [-0.06, -0.07, 0.12], [0.09, 0.10, 0.06], [0.03, -0.05, -0.12], [-0.08, 0.08, -0.02], [0.01, 0.17, -0.06]]
}

3.
{
  "formula": "C18H21N5O4S2",
  "method": "wB97M-V/def2-TZVPD",
  "orbital_gap_ev": 8.60,
  "e_lumo_ha": -0.0072,
  "symbols": ["S", "S", "O", "O", "O", "O", "N", "N", "N", "N", "N", "C", "C", "C", "C", "C", "C", "C", "C", "C", "C", "C", "C", "C", "C", "C", "C", "C", "C", "H", "H", "H", "H", "H", "H", "H", "H", "H", "H", "H", "H", "H", "H", "H", "H", "H", "H", "H", "H", "H"],
  "positions_angstrom": [[-2.156, 2.668, 0.443], [-0.231, -2.297, -0.018], [-4.361, 0.499, 0.422], [-1.338, -2.127, 0.883], [0.158, -3.623, -0.404], [-3.288, -0.395, -1.342], [2.718, 0.458, -2.309], [-0.351, 1.481, -1.054], [0.910, 1.210, -1.370], [3.110, 1.253, -1.318], [-0.565, -1.372, -1.350], [0.997, -0.523, 1.661], [-0.523, 2.256, -0.024], [3.538, -1.055, 0.693], [1.825, 2.578, 0.372], [4.556, 0.655, 2.204], [0.541, 2.832, 0.734], [2.452, -1.741, 0.185], [1.187, -1.458, 0.664], [-3.581, 0.539, -0.638], [2.092, 0.149, 2.180], [-3.125, 1.959, -0.923], [0.562, -0.370, -3.281], [1.408, 0.420, -2.359], [3.370, -0.099, 1.692], [-4.900, -0.764, 0.843], [-4.160, -1.281, 2.066], [0.089, -1.668, -2.599], [2.033, 1.720, -0.728], [-3.139, -1.548, 1.803], [2.573, -2.497, -0.573], [-0.314, 0.222, -3.553], [-5.950, -0.561, 1.071], [5.321, -0.033, 2.559], [-0.571, -2.214, -3.283], [0.290, 3.471, 1.565], [4.988, 1.241, 1.393], [-4.825, -1.474, 0.016], [1.138, -0.615, -4.172], [0.944, -2.304, -2.369], [-1.534, -1.091, -1.418], [-4.149, -0.522, 2.844], [1.949, 0.874, 2.968], [4.526, -1.251, 0.308], [-4.666, -2.166, 2.441], [4.280, 1.322, 3.016], [-3.996, 2.606, -1.025], [-2.506, 1.979, -1.817], [-0.004, -0.345, 2.021], [2.676, 3.000, 0.880]],
  "atomic_forces_ev_per_a": [[-0.38, 0.18, 0.10], [-0.16, 0.37, -0.38], [-0.10, 0.27, 0.20], [0.16, 0.19, -0.11], [0.26, 0.20, -0.06], [-0.09, -0.24, -0.01], [-0.15, -0.56, -0.79], [-0.84, 0.15, 0.15], [1.32, 0.39, 0.38], [0.47, 0.75, 0.84], [0.00, -0.71, 0.74], [-0.17, 0.03, 0.10], [0.11, -0.42, -0.70], [-0.20, -0.03, 0.08], [-0.51, 0.20, 0.09], [-0.01, -0.02, -0.04], [0.51, 0.06, -0.05], [0.18, -0.12, -0.07], [-0.42, -0.32, -0.08], [0.24, 0.44, -0.41], [0.09, -0.22, -0.03], [0.27, 0.00, 0.30], [-0.11, -0.28, 0.25], [-0.34, 0.02, -0.10], [-0.09, -0.11, 0.09], [-0.18, -0.63, 0.20], [0.02, 0.26, -0.35], [0.33, -0.02, -0.44], [-0.32, -0.29, -0.48], [-0.09, 0.02, 0.08], [0.10, -0.10, -0.10], [0.01, 0.00, -0.13], [0.15, -0.03, -0.10], [0.09, 0.01, 0.05], [0.09, -0.04, 0.11], [0.06, 0.10, 0.13], [0.09, 0.09, -0.04], [-0.09, 0.14, 0.11], [-0.04, 0.08, -0.03], [0.01, 0.00, -0.26], [-0.22, 0.07, 0.26], [-0.03, 0.04, 0.12], [0.00, 0.07, 0.07], [0.12, -0.03, -0.08], [-0.07, -0.11, 0.07], [0.03, 0.06, 0.08], [0.03, -0.04, -0.02], [-0.18, -0.03, 0.02], [-0.10, 0.08, 0.11], [0.09, 0.05, 0.11]]
}

4.
{
  "formula": "C31H33Br2ClNO3PTi",
  "method": "wB97M-V/def2-TZVPD",
  "orbital_gap_ev": [5.42, 5.58],
  "e_lumo_ha": [-0.3060, -0.3011],
  "total_charge": 2,
  "symbols": ["Br", "Br", "Ti", "Cl", "P", "O", "O", "O", "N", "C", "C", "C", "C", "C", "C", "C", "C", "C", "C", "C", "C", "C", "C", "C", "C", "C", "C", "C", "C", "C", "C", "C", "C", "C", "C", "C", "C", "C", "C", "C", "H", "H", "H", "H", "H", "H", "H", "H", "H", "H", "H", "H", "H", "H", "H", "H", "H", "H", "H", "H", "H", "H", "H", "H", "H", "H", "H", "H", "H", "H", "H", "H", "H"],
  "positions_angstrom": [[-3.401, -8.042, -23.835], [-7.026, -5.014, -21.058], [-4.387, -6.841, -16.940], [1.225, -4.371, -11.258], [-6.651, -8.021, -15.644], [-2.494, -6.599, -16.406], [-5.477, -6.037, -18.482], [-4.132, -5.538, -15.476], [-3.470, -8.009, -18.398], [-4.997, -6.551, -19.611], [-6.289, -9.034, -14.027], [-2.860, -5.798, -15.451], [-2.169, -9.508, -16.945], [-5.532, -8.199, -12.960], [-9.659, -10.405, -17.210], [-5.024, -6.681, -22.067], [0.067, -4.538, -12.562], [-3.905, -7.531, -19.635], [-2.379, -9.063, -20.775], [-5.576, -6.231, -20.885], [-1.842, -5.262, -14.503], [-7.568, -9.671, -13.485], [-7.461, -5.314, -15.957], [-9.287, -6.833, -15.482], [-1.997, -9.513, -19.493], [-7.792, -6.577, -15.141], [-0.483, -5.217, -14.829], [-7.682, -6.145, -13.654], [-5.345, -10.191, -14.480], [-9.105, -10.626, -18.491], [0.480, -4.864, -13.874], [-2.237, -4.761, -13.266], [-2.545, -8.988, -18.307], [-1.295, -4.400, -12.313], [-8.920, -9.671, -16.283], [-3.977, -7.560, -22.060], [-3.337, -8.031, -20.859], [-7.069, -9.574, -17.818], [-7.819, -10.219, -18.785], [-7.623, -9.234, -16.596], [-3.262, -4.746, -12.983], [-9.785, -5.870, -15.365], [-4.987, -7.334, -13.341], [-6.185, -7.796, -12.175], [-9.726, -11.137, -19.268], [-8.050, -6.917, -12.935], [-6.611, -5.897, -13.406], [-6.051, -9.308, -18.013], [-1.085, -9.499, -16.837], [-4.950, -10.699, -13.556], [-4.833, -8.865, -12.443], [-9.386, -9.457, -15.332], [-8.404, -8.967, -13.424], [-4.466, -9.789, -15.035], [-5.429, -6.328, -23.004], [-0.149, -5.431, -15.864], [-6.401, -5.006, -15.819], [-8.309, -5.236, -13.522], [-1.924, -9.488, -21.673], [-7.408, -10.007, -12.448], [-10.658, -10.742, -16.959], [-1.240, -10.288, -19.412], [-9.436, -7.203, -16.494], [-5.835, -11.020, -15.054], [-7.906, -10.480, -14.176], [-7.443, -10.319, -19.790], [-8.168, -4.534, -15.632], [-2.497, -10.557, -16.838], [-2.650, -8.844, -16.176], [-9.816, -7.516, -14.813], [-7.610, -5.451, -17.059], [1.531, -4.862, -14.111], [-1.665, -4.042, -11.346]],
  "atomic_forces_ev_per_a": [[0.15, -0.15, 1.02], [0.51, -0.49, 0.47], [-2.55, 1.18, -1.46], [-0.73, 0.08, -0.99], [-0.32, -0.50, 1.90], [-0.61, 0.24, 0.25], [2.48, -1.88, 3.03], [0.22, -0.61, -0.01], [-0.65, 0.38, -0.10], [0.25, -0.88, -2.98], [0.95, -0.02, -0.81], [1.96, 0.82, 0.41], [-0.71, 0.42, 0.01], [-0.28, -0.20, 0.45], [0.98, 0.31, -0.51], [0.42, -0.56, -0.10], [0.27, -0.20, -0.34], [-0.70, 0.47, -0.10], [0.25, 0.18, 1.52], [0.20, 0.82, 2.22], [-1.21, -0.03, -0.69], [-0.62, 0.03, -0.33], [0.69, -0.19, -1.10], [0.08, -0.25, 0.37], [-0.05, 0.21, -0.83], [-0.87, 0.58, -0.16], [1.16, -0.19, -0.58], [0.61, -0.37, 0.37], [0.33, -0.56, 0.45], [-1.31, -0.60, -0.03], [-0.81, -0.10, 0.26], [0.61, -0.15, 0.43], [-0.16, 0.13, -0.79], [-0.55, 0.13, 0.57], [-0.38, -0.35, -0.20], [0.81, -0.14, -0.95], [-1.47, 0.22, -0.07], [-0.34, 0.00, -0.18], [-0.21, 0.00, -0.11], [0.21, 0.56, -0.26], [-0.71, 0.13, 0.06], [-0.05, -0.02, -0.14], [0.20, -0.13, -0.23], [0.01, -0.20, -0.35], [0.67, 0.53, 0.77], [0.33, 0.66, -0.65], [-1.22, -0.04, -0.11], [0.48, 0.28, -0.34], [-0.02, 0.13, 0.18], [-0.29, 0.53, -0.81], [0.02, 0.19, -0.13], [0.12, 0.06, -0.16], [0.15, 0.05, 0.04], [-0.47, -0.40, 0.28], [-0.05, -0.10, -0.01], [-0.24, -0.04, 0.85], [-0.76, 0.19, 0.12], [0.45, -0.56, -0.09], [-0.24, 0.14, 0.28], [0.10, -0.27, -0.49], [0.12, 0.00, -0.08], [-0.17, 0.07, 0.02], [0.03, 0.24, -0.06], [0.28, 1.04, 0.18], [0.40, 0.35, 0.99], [0.21, -0.30, -0.06], [0.62, -0.05, -0.13], [0.00, 0.47, 0.02], [0.69, -1.02, -0.49], [0.29, 0.02, 0.10], [0.03, -0.02, 0.83], [0.06, -0.04, -0.12], [0.37, -0.23, -0.32]]
}

Calculated values (a.u.) of electronic energy for the records, taken in order: -912.97193; -286.58694; -2069.61984; -8280.12819.